{
  "formula": "C3H12N4O",
  "method": "wB97M-V/def2-TZVPD",
  "total_energy_ev": -11310.3260,
  "homo_energy_ha": -0.289,
  "de_lowest_ev": 4.084,
  "total_charge": 0,
  "smiles": "CO[C@H](N)[C@@H](N)NN",
  "lumo_ev": 0.889,
  "species": ["C", "C", "C", "N", "N", "N", "N", "O", "H", "H", "H", "H", "H", "H", "H", "H", "H", "H", "H", "H"],
  "xyz": [[-0.019338, -0.152115, -0.786703], [0.090308, -0.173025, 0.710969], [-2.599358, -0.290981, 0.658991], [1.432305, -0.798218, -1.275273], [2.637284, -0.498572, -0.612617], [-0.051688, 1.137575, -1.408194], [0.990330, 0.700822, 1.349062], [-1.481594, 0.527604, 0.876913], [1.338001, -1.801480, -1.436100], [-0.736046, -0.870044, -1.179732], [0.043814, -1.159199, 1.169139], [2.724320, -0.947092, 0.304456], [2.662491, 0.507952, -0.421037], [-0.633937, 1.753188, -0.845919], [0.629556, 1.200882, -2.157674], [0.970137, 1.621216, 0.921980], [0.772442, 0.785397, 2.335486], [-2.990787, -0.162288, -0.360936], [-2.374092, -1.361435, 0.801569], [-3.404148, -0.020188, 1.355620]],
  "atomic_forces_ev_per_a": [[5.0916, -1.5063, -0.7092], [-3.3126, 2.0496, -0.1550], [0.0783, -0.2470, -0.1606], [-2.5286, 0.5402, -0.6862], [0.3388, 0.1198, 0.4379], [-0.3521, -1.4404, 1.3970], [-0.9067, -0.3868, -0.3159], [1.8081, -0.4979, 0.9749], [0.1841, 0.4623, 0.2248], [-0.1598, -0.1233, 0.2931], [-0.1619, 0.0839, -0.0199], [-0.2968, 0.2373, -0.1730], [0.0413, -0.5780, -0.3468], [0.5614, 0.5851, -1.0803], [-0.5749, 0.8523, 0.4113], [-0.0039, -0.1061, -0.0305], [0.0446, -0.0690, -0.0814], [0.0186, -0.0997, 0.0463], [-0.0635, 0.1552, 0.0122], [0.1939, -0.0314, -0.0384]]
}